No. 1
Density functional theory data (ωB97M-V/def2-TZVPD) for one molecule with the formula C22H18N4OS at a distorted geometry.

2S+1   1
Energy relative to the best compared isomer or geometry (same formula, charge and spin)   7.0 kcal per mole
HOMO-LUMO gap   8.143 eV
F_max   1.4 eV Å⁻¹
SMILES   Cc1ccccc1Nc1nc(-c2ccccc2)c(C(=O)Nc2cccnc2)s1

CARTESIAN COORDINATES (ANGSTROEM)
C  -1.291  -0.910  3.609
C  -2.382  -1.896  3.352
C  -2.495  -3.037  4.137
C  -3.527  -3.941  3.965
C  -4.489  -3.708  2.997
C  -4.390  -2.588  2.195
C  -3.334  -1.695  2.349
N  -3.313  -0.558  1.514
C  -2.289  -0.150  0.738
N  -1.100  -0.655  0.691
C  -0.303  -0.012  -0.199
C  -0.886  1.050  -0.853
C  -0.374  2.015  -1.831
O  -1.103  2.604  -2.604
N  0.984  2.204  -1.749
C  1.804  2.933  -2.602
C  1.335  3.763  -3.618
C  2.260  4.434  -4.399
C  3.611  4.260  -4.143
N  4.064  3.473  -3.179
C  3.189  2.831  -2.434
H  3.602  2.193  -1.660
H  4.368  4.765  -4.726
H  1.931  5.085  -5.195
H  0.275  3.869  -3.785
H  1.478  1.664  -1.052
S  -2.549  1.218  -0.351
C  1.053  -0.527  -0.418
C  1.864  -0.842  0.669
C  3.144  -1.326  0.465
C  3.623  -1.510  -0.821
C  2.813  -1.220  -1.908
C  1.534  -0.735  -1.711
H  0.898  -0.521  -2.558
H  3.178  -1.374  -2.912
H  4.623  -1.885  -0.978
H  3.769  -1.560  1.314
H  1.488  -0.693  1.669
H  -4.222  -0.221  1.228
H  -5.134  -2.399  1.433
H  -5.310  -4.396  2.864
H  -3.589  -4.817  4.593
H  -1.761  -3.209  4.911
H  -0.541  -0.982  2.823
H  -1.683  0.106  3.598
H  -0.821  -1.100  4.570

---

No. 2
Density functional theory data (ωB97M-V/def2-TZVPD) for a 2-piece molecular cluster, C4H5N overall at a distorted geometry.

2S+1   1
Energy relative to the best compared isomer or geometry (same formula, charge and spin)   84.1 kcal per mole
HOMO-LUMO gap   10.524 eV
F_max   4.3 eV Å⁻¹

CARTESIAN COORDINATES (ANGSTROEM)
C  -1.162  -0.664  1.064
C  -0.994  0.205  0.166
C  2.346  0.552  -0.014
C  -0.823  1.018  -0.806
N  2.434  -0.557  -0.337
H  -1.592  -1.648  1.006
H  -1.118  -0.410  2.144
H  -1.672  1.541  -1.401
H  0.084  1.382  -1.134
H  2.497  -1.419  -0.689

---

No. 3
Density functional theory data (ωB97M-V/def2-TZVPD) for C6H9N as an isolated structure at a distorted geometry.

2S+1   1
Energy relative to the best compared isomer or geometry (same formula, charge and spin)   80.5 kcal per mole
HOMO-LUMO gap   7.761 eV
F_max   2.7 eV Å⁻¹

CARTESIAN COORDINATES (ANGSTROEM)
C  -1.311  1.564  0.498
C  -0.205  0.838  0.116
C  -0.025  -0.610  -0.086
C  -1.074  -1.642  0.224
C  1.415  -0.878  -0.109
C  2.025  0.324  -0.198
N  1.084  1.331  -0.185
H  -2.243  1.001  0.538
H  -0.438  0.239  -1.092
H  -1.418  2.522  -0.003
H  -0.776  -2.644  -0.111
H  -1.990  -1.360  -0.296
H  -1.310  -1.702  1.295
H  1.899  -1.852  -0.136
H  3.072  0.561  -0.352
H  1.294  2.308  -0.102

---

No. 4
Density functional theory data (ωB97M-V/def2-TZVPD) for one molecule with the formula C4H9NO2 at a distorted geometry.

2S+1   1
Energy relative to the best compared isomer or geometry (same formula, charge and spin)   76.2 kcal per mole
HOMO-LUMO gap   10.932 eV
F_max   5.4 eV Å⁻¹
SMILES   CN(C)CC(=O)O

CARTESIAN COORDINATES (ANGSTROEM)
C  0.965  -1.899  0.684
C  -1.261  0.718  -0.941
C  0.540  1.639  0.151
C  -0.173  -0.930  0.742
N  0.162  0.365  -0.510
O  1.702  -1.812  -0.434
O  1.193  -2.809  1.418
H  -2.101  0.406  -0.266
H  -1.275  1.762  -1.278
H  -1.421  0.025  -1.775
H  0.740  2.246  -0.734
H  -0.154  1.868  0.990
H  1.455  1.321  0.591
H  -0.437  -0.539  1.777
H  -1.180  -1.302  0.465
H  1.244  -1.058  -0.880

---

No. 5
Density functional theory data (ωB97M-V/def2-TZVPD) for C6H11AuO4 as an isolated structure at a distorted geometry.

2S+1   3
Charge   +2
HOMO-LUMO gap (spin up / spin down)   8.499 / 7.238 eV
F_max   4.9 eV Å⁻¹

CARTESIAN COORDINATES (ANGSTROEM)
O  1.220  -0.476  0.631
C  2.012  0.003  -0.457
C  1.194  1.112  -1.074
O  -0.162  0.710  -1.188
C  -1.121  1.764  -1.331
C  -2.486  1.333  -0.812
O  -2.398  0.482  0.283
Au  -0.796  -0.610  0.173
H  2.189  -0.832  -1.148
H  2.976  0.391  -0.105
H  1.603  1.392  -2.055
H  1.226  1.975  -0.388
H  -1.153  2.063  -2.389
H  -0.780  2.612  -0.715
H  -3.051  0.878  -1.650
H  -3.039  2.253  -0.547
C  -0.595  -1.074  2.351
O  0.633  -1.175  2.723
C  1.729  -0.944  1.824
H  -1.218  -1.310  3.229
H  2.372  -0.217  2.336
H  2.249  -1.894  1.651

---

No. 6
Density functional theory data (ωB97M-V/def2-TZVPD) for one molecule with the formula C7H13NO3 at a distorted geometry.

2S+1   1
Energy relative to the best compared isomer or geometry (same formula, charge and spin)   127.9 kcal per mole
HOMO-LUMO gap   9.440 eV
F_max   4.7 eV Å⁻¹
SMILES   C/[N+]([O-])=C/[C@@H]1COC(C)(C)O1

CARTESIAN COORDINATES (ANGSTROEM)
C  -1.608  -0.279  -0.068
C  0.315  1.190  -1.150
C  -0.394  0.624  0.201
C  1.821  -0.043  0.038
C  2.674  0.950  0.830
C  2.542  -1.425  0.127
C  -3.803  -1.055  -0.197
N  -2.826  0.089  0.069
O  -3.141  1.236  0.487
O  1.527  0.482  -1.226
O  0.598  -0.203  0.730
H  -1.467  -1.287  -0.169
H  -0.417  1.091  -1.895
H  0.414  2.211  -1.098
H  -0.817  1.396  0.755
H  2.068  1.790  1.242
H  3.284  1.545  0.320
H  3.134  0.521  1.613
H  1.927  -2.101  -0.503
H  2.658  -1.813  1.103
H  3.639  -1.288  -0.309
H  -3.412  -1.593  -0.978
H  -4.095  -1.479  0.823
H  -4.618  -0.559  -0.744

---

No. 7
Density functional theory data (ωB97M-V/def2-TZVPD) for one molecule with the formula C4H8O2S at a distorted geometry.

2S+1   1
Energy relative to the best compared isomer or geometry (same formula, charge and spin)   110.7 kcal per mole
HOMO-LUMO gap   8.275 eV
F_max   6.0 eV Å⁻¹
SMILES   OCCC(=S)CO

CARTESIAN COORDINATES (ANGSTROEM)
C  0.969  -1.108  -0.371
C  -0.492  -1.278  0.269
C  -1.241  0.069  0.345
C  -0.372  1.350  0.611
H  1.226  0.722  -0.669
H  1.132  -1.285  -1.595
H  1.508  -1.932  0.046
H  -0.311  -1.659  1.371
H  -1.127  -2.160  -0.354
H  0.285  1.118  1.388
H  -1.029  2.250  0.787
H  -0.095  1.911  -1.295
O  1.819  0.063  0.122
O  0.452  1.860  -0.422
S  -2.725  0.079  -0.233

---

No. 8
Density functional theory data (ωB97M-V/def2-TZVPD) for one molecule with the formula CH4N2O at a distorted geometry.

2S+1   1
Energy relative to the best compared isomer or geometry (same formula, charge and spin)   15.2 kcal per mole
HOMO-LUMO gap   10.419 eV
F_max   5.9 eV Å⁻¹
SMILES   NC(N)=O

CARTESIAN COORDINATES (ANGSTROEM)
C  -0.319  -0.226  0.794
N  -0.018  -1.152  -0.204
N  -0.063  1.009  0.498
O  -0.842  -0.545  1.921
H  0.274  -0.721  -1.038
H  -0.680  -1.812  -0.283
H  0.237  1.242  -0.387
H  -0.124  1.725  1.294

---

No. 9
Density functional theory data (ωB97M-V/def2-TZVPD) for a 2-piece molecular cluster, C3H8O2S overall at a distorted geometry.

2S+1   1
Energy relative to the best compared isomer or geometry (same formula, charge and spin)   10.5 kcal per mole
HOMO-LUMO gap   9.959 eV
F_max   1.6 eV Å⁻¹
SMILES   O=CO.CCS

CARTESIAN COORDINATES (ANGSTROEM)
C  -0.452  1.094  1.704
C  -1.121  -0.162  1.195
S  -2.103  0.120  -0.299
H  0.199  1.548  0.946
H  -1.178  1.832  2.046
H  0.191  0.856  2.565
H  -1.729  -0.630  1.981
H  -0.381  -0.957  1.045
H  -3.250  0.413  0.333
O  2.902  -0.635  -0.137
C  2.266  -0.077  -0.969
O  1.130  -0.586  -1.524
H  2.537  0.866  -1.452
H  0.961  -1.311  -0.907